The following is a quantum chemistry calculation of a cluster of 2 separate species, C3H8N2O in total in a non-equilibrium geometry, from OMol25.

Properties
HOMO (alpha / beta): 1.744 / -3.500 eV
Multiplicity: 2
Total charge: -1
HOMO-LUMO gap (alpha / beta): 2.437 / 7.516 eV

CARTESIAN COORDINATES (ANGSTROEM)
C 2.09 -0.50 0.10
N 1.64 0.81 0.01
O 1.64 -1.38 0.84
H 2.89 -0.70 -0.60
H 0.65 0.99 0.07
H 2.24 1.38 -0.54
C -1.51 1.02 0.49
C -1.65 -0.06 -0.34
N -1.14 -1.29 -0.13
H -0.87 1.05 1.39
H -2.00 1.98 0.28
H -2.33 0.09 -1.20
H -0.35 -1.42 0.47
H -1.29 -1.97 -0.86

***

The following is a quantum chemistry calculation of the molecule C3H8N2O in a non-equilibrium geometry, from OMol25.

Properties
HOMO (alpha / beta): -9.858 / -9.857 eV
SMILES: CCC/N=[NH+]\[O-]
HOMO-LUMO gap (alpha / beta): 10.181 / 10.180 eV

CARTESIAN COORDINATES (ANGSTROEM)
C 0.19 -1.67 -1.22
C -0.52 -1.00 -0.05
C 0.23 0.32 0.28
N -0.15 2.43 1.22
N -0.55 1.18 1.06
O 0.76 3.20 0.75
H -0.33 -2.66 -1.43
H 1.22 -1.82 -0.89
H 0.26 -1.07 -2.11
H -1.56 -0.76 -0.33
H -0.35 -1.68 0.81
H 0.53 0.68 -0.79
H 1.20 0.08 0.81
H -0.94 2.77 1.89

***

| no. | electronic energy (hartree) |
| --- | --- |
| 1 | -303.773276 |
| 2 | -303.731781 |